Record 1
Formula: C6H9NOSi
Source: the OMol25 dataset
Level of theory: wB97M-V/def2-TZVPD

E = -653.364505 Eh
spin multiplicity = 1
gap between HOMO and LUMO = 9.47 eV
highest occupied orbital energy = -8.78 eV
energy relative to the best compared isomer or geometry (same formula, charge and spin) = 3.109 eV

Cartesian coordinates (Å):
C -1.245 1.684 0.076
C -0.536 1.618 -1.002
C -0.472 -0.435 1.043
C 1.083 -0.055 -0.197
C -1.468 0.564 1.103
C 0.424 0.449 -1.359
N -0.470 -1.576 1.484
O 0.513 -2.428 1.232
Si 1.631 -1.870 0.022
H -1.870 2.558 0.246
H -0.667 2.284 -1.848
H -1.445 0.912 2.182
H -2.471 0.159 0.995
H -0.031 -0.160 -2.065
H 1.182 0.772 -2.067
H 1.164 -2.866 -1.113
H 1.745 0.698 0.410
H 2.935 -2.308 0.860

Cartesian forces (eV/Å) of the 2 atoms listed first:
-1.9 0.1 2.2
1.7 -1.4 -2.7

***

Record 2
Formula: C5H10O2
Source: the OMol25 dataset
Level of theory: wB97M-V/def2-TZVPD

E = -346.833501 Eh
spin multiplicity = 1
gap between HOMO and LUMO (spin up / spin down) = 7.83 / 8.22 eV
highest occupied orbital energy (spin up / spin down) = -6.97 / -7.29 eV
energy relative to the best compared isomer or geometry (same formula, charge and spin) = 5.223 eV

Cartesian coordinates (Å):
O -2.374 0.946 -0.490
C -1.182 1.153 0.245
C -0.520 -0.197 0.443
C -0.013 -0.831 -0.881
C 1.260 -1.482 -0.437
O 1.586 -1.059 0.744
C 0.744 -0.164 1.264
H -2.790 1.803 -0.637
H -0.486 1.815 -0.292
H -1.390 1.611 1.225
H -1.269 -0.859 0.914
H -0.725 -1.524 -1.336
H 0.187 -0.038 -1.620
H 2.530 0.768 -0.857
H 1.982 -2.092 -0.958
H 2.208 1.142 -0.290
H 0.813 -0.090 2.342

Cartesian forces (eV/Å) of the 2 atoms listed first:
-0.2 0.2 -0.1
0.4 0.1 0.2

***

Record 3
Formula: C3H7N
Source: the OMol25 dataset
Level of theory: wB97M-V/def2-TZVPD

E = -173.080506 Eh
spin multiplicity = 1
gap between HOMO and LUMO (spin up / spin down) = 8.60 / 8.60 eV
highest occupied orbital energy (spin up / spin down) = -7.48 / -7.48 eV
energy relative to the best compared isomer or geometry (same formula, charge and spin) = 4.397 eV

Cartesian coordinates (Å):
C 1.419 0.265 -0.075
N 0.220 -0.199 -0.202
C -0.840 -0.928 0.148
C -0.878 -0.215 -1.155
H -0.170 1.319 2.246
H 1.768 1.012 -0.777
H 2.042 -0.100 0.733
H -0.814 -1.981 0.396
H -0.672 0.803 2.043
H -0.609 -0.677 -2.112
H -1.465 0.702 -1.244

Cartesian forces (eV/Å) of the 2 atoms listed first:
0.0 -0.1 0.0
0.1 0.0 0.1